DFT (ωB97M-V/def2-TZVPD) results for 11 unconnected molecules or ions with the total composition C27H79N5O11.

Computed properties:
E ... -59249.8226 eV
Structure (SMILES) ... COC[C@H](C)N.COC[C@H](C)N.COC[C@H](C)N.NC(N)=O.CCO.CCO.CCO.CCO.CCO.CCO.CCO
Relative energy (zero: lowest compared OMol25 entry of this formula, charge and spin) ... 30.33 kcal/mol
HOMO ... -9.293 eV
LUMO level ... 0.4 eV

Cartesian coordinates (Å):
C 11.19 7.34 18.97
C 10.22 6.81 17.92
C 10.34 7.51 16.53
O 9.83 8.85 16.63
C 9.99 9.66 15.45
N 10.41 5.31 17.92
H 10.72 7.44 19.97
H 11.58 8.33 18.81
H 12.05 6.67 19.09
H 9.20 7.00 18.22
H 9.82 7.14 15.66
H 11.40 7.62 16.16
H 9.56 10.59 15.77
H 9.60 9.11 14.59
H 11.07 9.88 15.21
H 9.84 4.81 17.22
H 11.37 5.14 17.58
C 13.21 9.42 11.70
C 13.95 10.57 11.05
C 15.47 10.54 11.30
O 15.86 11.87 11.53
C 17.22 11.83 12.00
N 13.73 10.57 9.58
H 13.12 9.64 12.74
H 13.60 8.37 11.52
H 12.18 9.36 11.39
H 13.66 11.48 11.49
H 15.95 9.97 10.46
H 15.63 10.03 12.32
H 17.61 12.76 12.29
H 17.84 11.43 11.16
H 17.31 11.13 12.80
H 12.72 10.48 9.37
H 14.03 11.37 9.04
C 17.41 15.45 15.50
C 16.44 14.79 16.49
C 17.19 13.67 17.35
O 17.19 12.42 16.66
C 17.84 11.42 17.41
N 15.97 15.84 17.41
H 18.19 16.04 16.03
H 16.87 16.15 14.84
H 17.94 14.75 14.85
H 15.73 14.35 15.81
H 16.64 13.57 18.30
H 18.11 14.22 17.55
H 18.82 11.64 17.75
H 17.85 10.62 16.68
H 17.27 11.11 18.31
H 15.76 16.68 16.93
H 15.00 15.57 17.71
C 8.80 16.56 16.81
C 8.77 15.39 15.87
O 10.13 15.06 15.47
H 9.66 16.47 17.47
H 7.90 16.67 17.46
H 9.05 17.50 16.26
H 8.16 15.67 15.03
H 8.29 14.54 16.51
H 10.14 15.12 14.49
C 18.50 16.36 11.83
C 17.03 16.33 11.41
O 16.44 15.10 11.80
H 18.59 16.07 12.93
H 18.93 17.34 11.65
H 19.00 15.57 11.33
H 16.95 16.48 10.36
H 16.54 17.20 11.83
H 15.84 14.73 11.12
C 14.00 16.22 13.67
C 13.44 16.83 14.97
O 12.96 15.89 15.89
H 14.65 16.93 13.15
H 13.12 15.93 13.01
H 14.70 15.38 13.87
H 12.70 17.63 14.76
H 14.20 17.33 15.52
H 12.03 15.67 15.74
C 10.92 12.47 18.52
C 11.92 12.53 17.44
O 11.18 12.48 16.18
H 11.34 12.71 19.44
H 10.55 11.44 18.56
H 10.12 13.19 18.28
H 12.56 11.63 17.44
H 12.60 13.37 17.49
H 10.77 13.39 16.02
C 6.94 9.19 14.25
C 7.20 10.62 13.78
O 6.61 10.83 12.52
H 7.45 8.90 15.19
H 7.33 8.53 13.45
H 5.90 9.05 14.35
H 8.23 10.90 13.68
H 6.72 11.20 14.54
H 5.64 10.80 12.55
C 14.57 11.52 14.68
C 13.92 12.74 14.16
O 12.56 12.42 13.73
H 14.61 10.67 13.97
H 14.13 11.18 15.62
H 15.61 11.74 15.03
H 14.37 13.09 13.28
H 13.83 13.58 14.83
H 12.06 12.53 14.52
C 12.93 14.15 9.79
C 14.18 14.02 8.94
O 15.37 13.78 9.62
H 12.08 14.55 9.22
H 13.01 14.59 10.74
H 12.55 13.18 10.05
H 14.26 14.90 8.41
H 14.08 13.23 8.23
H 15.35 12.94 10.16
C 9.19 13.93 12.30
O 9.35 15.05 12.79
N 7.95 13.49 11.95
N 10.21 13.11 12.10
H 7.76 12.52 11.87
H 7.28 14.19 11.75
H 11.13 13.20 12.62
H 10.02 12.23 11.67

DFT (ωB97M-V/def2-TZVPD) results for a molecular structure, C27H7F4MoN6O7.

Computed properties:
E ... -64067.8635 eV
Total charge ... +3
Relative energy (zero: lowest compared OMol25 entry of this formula, charge and spin) ... 6.11 kcal/mol
HOMO (spin up / spin down) ... -17.489 / -17.489 eV
LUMO level (spin up / spin down) ... -12.3 / -12.3 eV

Cartesian coordinates (Å):
Mo -0.01 -0.78 0.83
O 2.82 -3.50 1.70
C 2.41 -2.44 1.87
O 0.95 -2.20 1.09
C 2.83 -1.25 2.60
C 3.98 -1.45 3.37
C 4.48 -0.40 4.10
C 3.89 0.84 4.11
C 2.76 1.05 3.35
C 2.21 0.02 2.59
O 1.11 0.23 1.83
N 2.14 2.41 3.39
O 2.67 3.21 4.11
O 1.16 2.59 2.69
N 5.71 -0.63 4.92
O 6.08 0.31 5.58
O 6.21 -1.72 4.82
H 4.48 -2.41 3.39
H 4.31 1.65 4.70
F 0.58 -0.79 -3.67
C 0.30 0.09 -4.63
C 0.72 -0.15 -5.90
F 1.41 -1.24 -6.15
C 0.43 0.77 -6.96
C -0.32 1.94 -6.60
C -0.74 2.15 -5.31
F -1.42 3.25 -5.04
C -0.45 1.23 -4.29
C -0.89 1.44 -2.93
C -0.62 0.62 -1.89
N -0.38 0.02 -0.89
C -1.72 2.54 -2.51
N -2.43 3.34 -2.10
F -0.62 2.83 -7.50
C 0.85 0.55 -8.27
C 1.58 -0.60 -8.67
N 2.15 -1.53 -9.03
C 0.57 1.44 -9.34
N 0.37 2.11 -10.26
C -1.58 -0.93 1.81
C -2.61 -1.02 2.54
C -3.71 -1.12 3.31
C -3.81 -2.17 4.29
C -4.93 -2.26 5.06
C -5.97 -1.32 4.88
C -5.89 -0.29 3.93
C -4.78 -0.18 3.14
H -2.99 -2.88 4.39
H -5.03 -3.04 5.80
H -6.85 -1.40 5.50
H -6.71 0.41 3.83
H -4.69 0.61 2.40